Below is C17H23F5NO3P2Ru as an isolated structure in a non-equilibrium geometry, with properties calculated with ωB97M-V/def2-TZVPD.

The geometry in ORCA input format:
```
! wB97M-V def2-TZVPD RIJCOSX def2/J DEFGRID3
* xyz 2 6
H -2.61 -2.80 -4.62
C 0.08 1.23 5.58
H -3.97 1.63 0.19
F 0.86 -1.05 5.54
H 2.63 -3.04 -0.57
C 0.44 0.06 4.89
H 4.54 -0.63 0.73
C 0.40 0.05 3.51
H 0.50 -3.82 -1.34
C 0.50 2.09 -3.98
H -2.22 -1.60 -3.66
H 3.82 -2.02 -1.49
C 0.01 1.22 2.78
H 3.53 0.50 -1.75
O -2.02 -2.53 -3.88
C 2.64 0.71 -1.15
H -1.69 1.88 -4.13
H 3.31 0.16 1.80
H 2.10 -2.16 -2.04
H -3.53 -1.47 1.10
C -0.34 2.38 4.90
N 0.24 0.66 -1.64
H 2.66 2.09 -3.42
H 0.63 2.68 -4.88
H -0.31 -1.74 0.36
F 0.14 1.23 6.92
P 2.21 -0.77 -0.11
C -2.14 0.52 -1.86
C -0.76 1.65 -3.60
H -3.03 0.65 -2.49
Ru 0.05 -0.22 0.22
C 1.46 1.07 -2.03
H -0.72 -3.90 -2.34
H -3.12 1.21 1.72
C -3.37 -1.33 0.02
H -2.92 -2.23 -0.41
C -0.39 2.39 3.52
C 1.63 1.79 -3.20
F -0.84 3.48 2.85
C -3.00 1.42 0.66
C 3.53 -0.71 1.16
H 3.41 -1.63 1.73
F -0.68 3.48 5.61
H 2.87 1.50 -0.41
H -4.32 -1.09 -0.48
H -2.34 2.29 0.52
F 0.77 -1.14 2.94
O 0.01 1.32 1.47
C -0.91 0.94 -2.38
P -2.18 0.01 -0.16
C 2.77 -2.14 -1.18
O -0.33 -4.28 -1.52
*
```

The value obtained for the energy relative to the best compared isomer or geometry (same formula, charge and spin) is 14.79 kcal per mole. The orbital gap (spin up / spin down) comes out at 8.58 / 5.49 eV. The expectation value of S² is 8.82.